1.
This record from the Open Molecules 2025 dataset describes a structure of composition C26H63F5O11Si2 at a distorted geometry. The level of theory is the ωB97M-V functional and the def2-TZVPD basis.

Last column: Löwdin charge in e.
Atoms and positions in Å:
C  -5.2906  1.2907  -2.9782  -0.090
C  -4.0276  2.1290  -2.3244  -0.240
O  -4.2960  2.5569  -0.9134  -0.228
C  -3.4668  3.7388  -0.5704  -0.143
C  -1.9069  3.2272  -0.2769  -0.220
O  -1.5867  3.6457  1.0893  -0.240
Si  -0.1714  2.7494  1.7299  0.577
F  -0.0396  3.3802  3.4211  -0.235
C  -0.4871  0.8669  1.9474  -0.202
C  -2.0897  0.4240  1.7696  -0.216
C  -2.4826  -0.9342  2.6002  -0.169
C  -3.0117  -2.0981  1.5484  -0.231
O  -1.8731  -2.5377  0.6794  -0.169
O  1.3451  3.1981  0.9841  -0.247
Si  1.7521  2.2817  -0.4389  0.521
C  2.5076  3.3944  -1.8704  -0.176
C  1.7289  3.2169  -3.3033  -0.232
O  0.4833  4.0104  -3.3747  -0.164
C  -0.6694  3.1722  -3.7404  -0.094
C  -0.9419  3.0759  -5.3738  -0.191
F  -1.5656  4.3771  -5.7842  0.000
F  0.2901  2.8858  -6.1770  0.016
F  -1.8303  1.8985  -5.5956  -0.001
O  0.4920  1.2527  -1.0916  -0.294
C  1.0320  0.0110  -1.6867  -0.270
C  -0.1442  -0.7875  -2.5676  -0.074
C  3.2295  1.0949  0.0805  -0.287
C  4.2817  2.0887  0.9150  -0.088
F  2.7380  0.1044  1.1036  -0.160
H  -6.3074  1.5614  -2.4651  0.087
H  -5.2869  1.5301  -4.1367  0.085
H  -5.0488  0.1380  -2.8594  0.083
H  -3.0892  1.4028  -2.3523  0.113
H  -3.7290  3.0751  -2.9507  0.106
H  -3.8975  4.1374  0.4683  0.150
H  -3.5156  4.5909  -1.3747  0.129
H  -1.9101  2.0733  -0.4690  0.105
H  -1.1725  3.8264  -0.9955  0.129
H  0.1337  0.1544  1.2635  0.081
H  -0.2234  0.5541  3.0696  0.109
H  -2.8046  1.3412  1.9559  0.116
H  -2.1952  0.1733  0.6075  0.108
H  -3.3765  -0.6551  3.3215  0.105
H  -1.5447  -1.3728  3.1461  0.123
H  -3.3606  -3.0229  2.1803  0.119
H  -3.9075  -1.7358  0.8692  0.127
H  -1.8675  -3.5529  0.6880  0.082
H  3.6371  3.0615  -2.0606  0.107
H  2.5886  4.5245  -1.5018  0.114
H  2.4611  3.6000  -4.1624  0.141
H  1.5568  2.0643  -3.5490  0.123
H  -0.6160  2.0649  -3.3369  0.119
H  -1.6444  3.6433  -3.2491  0.131
H  1.4050  -0.7758  -0.8962  0.129
H  1.9416  0.2346  -2.4267  0.112
H  -0.9712  -0.0507  -2.9459  0.057
H  -0.6973  -1.5804  -1.8713  0.081
H  0.3331  -1.3987  -3.4629  0.089
H  3.7307  0.5820  -0.8519  0.103
H  3.9119  2.0816  2.0415  0.100
H  4.0764  3.1821  0.5200  0.070
H  5.4022  1.7730  0.7972  0.083
C  -2.1361  -5.9511  -2.1118  -0.094
C  -2.0789  -6.8954  -0.9288  -0.322
O  -2.2477  -6.1694  0.2798  -0.093
H  -1.3563  -5.1867  -2.0320  0.073
H  -2.0031  -6.4947  -3.0515  0.076
H  -3.0959  -5.4251  -2.1415  0.075
H  -1.1104  -7.4025  -0.8902  0.101
H  -2.8639  -7.6550  -0.9948  0.111
H  -3.1143  -5.7297  0.2391  0.086
C  -4.4658  0.2792  7.4101  -0.096
C  -3.0892  0.3104  6.7788  -0.319
O  -3.2038  0.4789  5.3736  -0.109
H  -5.0628  -0.5373  6.9910  0.077
H  -4.3951  0.1453  8.4933  0.074
H  -5.0075  1.2081  7.2042  0.073
H  -2.5598  -0.6279  6.9683  0.115
H  -2.4906  1.1323  7.1834  0.109
H  -3.6679  1.3190  5.2158  0.094
C  3.0200  2.9561  6.4199  -0.096
C  1.8399  2.6920  7.3320  -0.332
O  0.7559  3.5391  6.9803  -0.092
H  3.3349  4.0023  6.4913  0.077
H  3.8659  2.3139  6.6809  0.071
H  2.7495  2.7755  5.3744  0.067
H  2.1078  2.8947  8.3732  0.111
H  1.5108  1.6510  7.2566  0.105
H  0.5201  3.3454  6.0568  0.070
C  7.3626  -0.3827  -3.3876  -0.093
C  6.1825  -0.6468  -2.4755  -0.323
O  5.0986  0.2003  -2.8272  -0.113
H  7.6775  0.6635  -3.3163  0.079
H  8.2086  -1.0249  -3.1267  0.077
H  7.0922  -0.5633  -4.4331  0.074
H  6.4505  -0.4441  -1.4344  0.113
H  5.8535  -1.6878  -2.5509  0.111
H  4.8628  0.0066  -3.7508  0.092
C  2.7324  -6.3487  -2.6508  -0.092
C  1.3297  -6.9162  -2.7185  -0.332
O  0.7571  -6.6440  -3.9891  -0.092
H  2.7186  -5.2673  -2.8220  0.077
H  3.1863  -6.5462  -1.6755  0.076
H  3.3654  -6.7864  -3.4295  0.073
H  0.6948  -6.4603  -1.9531  0.092
H  1.3365  -7.9992  -2.5612  0.112
H  1.3237  -7.0603  -4.6612  0.089

2.
This record from the Open Molecules 2025 dataset describes a cluster of 2 separate species, C4H11Cl3N2Si2 in total at a distorted geometry. The level of theory is the ωB97M-V functional and the def2-TZVPD basis.

The energy relative to the best compared isomer or geometry (same formula, charge and spin) comes out at 519.9 kJ/mol. The structure (SMILES) is CC(C)(C)N=[Si](Cl)Cl.[H]/N=[SiH]/Cl.

Last column: Löwdin charge in e.
Atoms and positions in Å:
C  1.3168  1.1021  1.4406  -0.110
C  0.6554  -0.0353  0.6260  -0.732
C  1.7248  -0.4726  -0.3420  -0.085
C  -0.6181  0.5265  -0.1290  -0.012
N  0.3771  -0.9004  1.7081  -0.146
Si  0.6056  -2.5116  1.8259  -0.280
Cl  -0.0850  -3.4946  3.4217  0.318
Cl  1.3447  -3.8576  0.5815  0.372
H  0.7000  1.4235  2.2803  0.068
H  2.3288  0.7706  1.6536  0.070
H  1.4396  2.1603  0.9045  0.116
H  2.4160  -1.2136  0.1154  0.062
H  2.2085  0.4630  -0.5258  0.071
H  1.3509  -0.9278  -1.1956  0.056
H  -1.0436  1.3529  0.6037  0.122
H  -0.3677  1.0697  -0.9342  0.022
H  -1.2660  -0.2395  -0.4330  0.022
H  -2.7699  -2.6504  -2.2760  -0.052
N  -2.5339  -2.6207  -1.2842  -0.239
Si  -3.6779  -2.6890  -0.1733  0.067
Cl  -3.0976  -2.9107  1.6675  0.351
H  -5.1569  -2.5304  -0.4326  -0.062

3.
This record from the Open Molecules 2025 dataset describes a structure of composition C3H5O3Y at a distorted geometry. The level of theory is the ωB97M-V functional and the def2-TZVPD basis.

The energy relative to the best compared isomer or geometry (same formula, charge and spin) comes out at 78.9 kJ/mol. As for the total charge: +2.

Last column: Löwdin charge in e.
Atoms and positions in Å:
H  -1.8723  1.2453  1.1007  0.166
O  1.4613  0.3097  -0.1332  -0.086
C  1.0682  -0.8793  -0.4120  -0.719
C  -0.7997  0.7917  0.6807  -0.090
O  1.8622  -1.8311  -0.1758  -0.039
O  -0.1786  -1.1206  -0.6891  0.119
C  -1.1141  -0.0184  -0.5641  -0.139
Y  3.6605  -0.5010  0.1735  2.317
H  -0.3484  1.7623  0.4449  0.084
H  -0.6029  0.1498  1.5478  0.096
H  -1.0403  0.5887  -1.4726  0.145
H  -2.0960  -0.4972  -0.5009  0.147

How do the records compare in orbital gap? In the order shown, they have 9.9047, 8.9430, 5.9506 eV.